[1]
Below is a molecular structure, C7H10Br4O, with properties calculated with ωB97M-V/def2-TZVPD.

## Properties
E = -10643.98678 Eh
Spin multiplicity = 1
Relative energy (zero: lowest compared OMol25 entry of this formula, charge and spin) = 0.00 kJ/mol
Lowest unoccupied orbital energy = 0.469 eV
HOMO-LUMO gap = 10.282 eV
HOMO energy = -0.3606 Eh

Element x y z (Å)
C -1.5110 0.0917 -1.3430
C -0.3666 1.0618 -1.5787
C -1.6365 -0.2530 0.1457
C -0.4691 -1.0225 0.5433
C 0.8171 0.0172 0.3307
C 0.7678 1.1520 1.3546
C 2.0357 -0.9670 0.3875
O 0.8050 0.4065 -1.0039
Br -3.3090 -1.3663 0.2441
Br -0.5864 -1.4166 2.4477
Br 3.6590 0.0624 0.3746
Br 2.0443 -2.1433 -1.1741
H -2.4586 0.4668 -1.5838
H -1.2587 -0.9313 -1.7844
H -0.1310 1.2371 -2.5673
H -0.5746 2.0946 -1.2147
H -1.7220 0.6662 0.6847
H -0.3254 -1.9230 -0.1352
H -0.2337 1.5523 1.3617
H 1.3075 1.9311 0.8162
H 1.1947 0.8404 2.2991
H 1.9515 -1.5570 1.3951

=====

[2]
Below is a molecular structure, C11H16Cl4GeHgO2PS2, with properties calculated with ωB97M-V/def2-TZVPD.

## Properties
E = -5788.32867 Eh
⟨S²⟩ = 0.758
Spin multiplicity = 2
Relative energy (zero: lowest compared OMol25 entry of this formula, charge and spin) = 71.37 kJ/mol
Lowest unoccupied orbital energy (spin up / spin down) = 4.348 / 4.348 eV
HOMO-LUMO gap (spin up / spin down) = 5.325 / 6.434 eV
HOMO energy (spin up / spin down) = -0.0359 / -0.0766 Eh
Net charge = -2

Element x y z (Å)
Hg -0.0220 0.0425 -0.6110
C 0.1893 5.4525 1.0379
C -0.5211 4.4559 1.9278
O 0.4132 3.4606 2.3425
P 0.1271 1.8762 2.0506
S 1.4743 0.8257 3.0562
S -0.9956 2.1751 -0.5711
O -1.3411 1.8008 2.8196
C -2.0645 0.5928 2.6478
C -3.5207 0.8676 2.9476
H -0.4633 6.3033 0.8169
H 0.4690 4.9694 0.1007
H 1.0937 5.8221 1.5265
H -1.3518 3.9949 1.3926
H -0.9178 4.9312 2.8308
H -1.6529 -0.1737 3.3119
H -1.9598 0.2360 1.6180
H -3.6345 1.2703 3.9566
H -4.1072 -0.0522 2.8711
H -3.9150 1.5960 2.2371
Cl 4.6166 -1.3186 -2.0071
Ge 2.7158 -0.0450 -2.2532
Cl 3.7555 1.8347 -2.9985
Cl 2.0877 -0.8341 -4.3069
Cl 1.6899 -5.7524 -4.5881
C 1.2026 -4.6646 -3.2918
C 2.1611 -4.1039 -2.4693
C 1.7609 -3.2640 -1.4414
C 0.4180 -2.9437 -1.2330
C 0.0014 -2.0202 -0.1430
C -0.5155 -3.5033 -2.1085
C -0.1370 -4.3641 -3.1276
H 3.2122 -4.2936 -2.6407
H 2.5184 -2.8141 -0.8109
H 0.6709 -2.0914 0.7145
H -1.0197 -2.2238 0.1798
H -1.5643 -3.2542 -1.9881
H -0.8739 -4.7904 -3.7962

=====

[3]
Below is 12 unconnected molecules or ions with the total composition C34H98O48P10S2, with properties calculated with ωB97M-V/def2-TZVPD.

## Properties
E = -9176.25843 Eh
Spin multiplicity = 1
Lowest unoccupied orbital energy = -0.134 eV
HOMO-LUMO gap = 10.126 eV
Structure (SMILES) = COP(=O)(OC)OC.COP(=O)(OC)OC.COP(=O)(OC)OC.COP(=O)(OC)OC.COP(=O)(OC)OC.COP(=O)(OC)OC.COP(=O)(OC)OC.COP(=O)(OC)OC.COP(=O)(OC)OC.COP(=O)(OC)OC.O=S1(=O)OCCO1.O=S1(=O)OCCO1
HOMO energy = -0.3770 Eh

Element x y z (Å)
C -4.6916 1.3941 -9.3572
O -3.3314 1.7591 -9.7234
P -2.5809 3.0013 -8.9584
O -1.3044 3.4036 -9.6707
O -3.7116 4.1341 -8.8583
C -3.6901 5.3993 -9.5219
O -2.4345 2.5486 -7.3505
C -1.2853 1.9616 -6.8153
H -4.9349 1.7541 -8.3575
H -4.7806 0.3127 -9.2539
H -5.4783 1.6422 -10.0697
H -2.8040 5.5555 -10.1371
H -3.7392 6.0800 -8.6720
H -4.5886 5.4967 -10.1311
H -1.1158 2.4193 -5.8407
H -0.5036 2.3705 -7.4555
H -1.2876 0.8726 -6.8624
C 1.4317 -2.4208 7.5423
O 0.2202 -1.6357 7.6343
P 0.0399 -0.5776 8.8416
O -1.2425 0.2167 8.7785
O 1.5182 0.2008 8.8319
C 1.6594 1.5293 8.3814
O 0.1448 -1.4845 10.1926
C -0.9835 -2.1885 10.7382
H 1.3181 -3.5035 7.4877
H 2.1080 -2.3358 8.3929
H 1.9573 -2.1233 6.6349
H 2.1939 1.4157 7.4382
H 2.2337 2.0747 9.1302
H 0.7196 1.9597 8.0355
H -1.8574 -1.9627 10.1271
H -1.2026 -1.9118 11.7695
H -0.8023 -3.2628 10.7050
C 1.0433 -8.7592 -2.9545
O 0.5674 -7.6175 -2.1951
P -0.9242 -7.7592 -1.5503
O -1.1045 -8.8909 -0.6286
O -1.8547 -7.9025 -2.9089
C -3.2398 -7.7971 -2.7741
O -1.3403 -6.2185 -0.9792
C -0.4406 -5.4996 -0.0793
H 1.5403 -8.4887 -3.8861
H 0.4078 -9.6331 -3.0977
H 1.8655 -9.1189 -2.3358
H -3.6098 -7.6699 -1.7567
H -3.7020 -8.6492 -3.2725
H -3.6787 -6.9130 -3.2365
H 0.4050 -6.0700 0.3049
H -0.8570 -5.1562 0.8677
H 0.0154 -4.7161 -0.6845
C 7.5053 -0.7514 -3.1148
O 7.2081 -1.3414 -4.3826
P 6.0181 -2.4312 -4.4952
O 4.8079 -2.0338 -5.3315
O 6.7468 -3.7414 -5.0347
C 6.0884 -5.0324 -5.0208
O 5.6873 -2.8584 -2.9307
C 4.3623 -2.5017 -2.4284
H 6.7949 -0.8101 -2.2902
H 7.5495 0.3004 -3.3976
H 8.4769 -1.1094 -2.7744
H 6.5904 -5.7050 -5.7163
H 5.0264 -4.9662 -5.2572
H 6.1626 -5.4858 -4.0324
H 3.7134 -2.0107 -3.1537
H 4.3214 -1.8965 -1.5228
H 3.7880 -3.4213 -2.3163
C 2.0168 -6.8182 -8.3005
O 1.1215 -6.1568 -7.4743
P -0.0420 -5.2135 -8.1269
O -0.9292 -5.8800 -9.0828
O -0.6494 -4.6520 -6.7369
C 0.0568 -3.8005 -5.9152
O 0.8138 -3.9917 -8.8442
C 0.1793 -2.9525 -9.5451
H 2.1154 -7.8929 -8.1473
H 3.0235 -6.4252 -8.4432
H 1.5587 -6.7750 -9.2886
H -0.5696 -3.1453 -5.3098
H 0.8822 -3.2559 -6.3737
H 0.4571 -4.4768 -5.1599
H -0.7378 -3.2840 -10.0322
H 0.8260 -2.6616 -10.3729
H -0.1676 -2.0686 -9.0098
C 7.4241 6.0119 0.2233
O 7.0787 5.5884 1.4838
P 6.6403 4.0923 1.7671
O 5.9213 3.4199 0.6575
O 8.1300 3.4579 2.1281
C 9.0406 3.1166 1.1016
O 5.8040 3.9993 3.1490
C 6.2082 4.6847 4.3114
H 6.5970 6.6321 -0.1220
H 7.3309 5.3260 -0.6187
H 8.3830 6.5110 0.0832
H 8.7668 3.4879 0.1141
H 9.0164 2.0305 1.0121
H 10.0570 3.3928 1.3822
H 6.7320 5.5814 3.9803
H 6.8076 4.0952 5.0053
H 5.4434 5.1331 4.9456
C 5.6976 -5.8450 4.8385
O 6.5795 -4.9806 4.1499
P 5.9382 -3.7072 3.3203
O 4.5508 -3.9373 2.9217
O 6.1156 -2.4873 4.4092
C 5.9748 -1.1573 3.9709
O 7.0588 -3.4511 2.1788
C 8.3943 -3.3724 2.5735
H 5.7262 -6.8557 4.4313
H 4.6879 -5.4616 4.6919
H 5.8006 -5.8360 5.9236
H 6.9944 -0.8605 3.7251
H 5.4277 -0.4495 4.5936
H 5.4167 -1.1625 3.0347
H 8.7619 -2.5240 1.9963
H 8.9195 -4.3156 2.4235
H 8.4703 -3.1421 3.6362
C 0.2961 11.1330 5.6552
O -0.2046 10.3706 4.5264
P 0.7132 9.1701 3.9176
O 0.7597 7.9249 4.7067
O 0.0015 8.8874 2.4248
C 0.6122 8.0430 1.4796
O 2.1207 9.8856 3.5997
C 2.1349 11.1488 2.9840
H -0.2896 12.0511 5.7023
H 1.3668 11.3369 5.6453
H 0.1084 10.5794 6.5752
H 0.0079 7.1627 1.2606
H 1.6254 7.7595 1.7645
H 0.7205 8.6184 0.5603
H 2.9183 11.6597 3.5437
H 1.1657 11.6474 3.0015
H 2.4885 11.1781 1.9533
C -4.5861 5.6770 1.7533
O -4.4689 6.0842 0.4454
P -5.4519 5.6508 -0.7264
O -6.8378 6.2162 -0.5876
O -4.6875 6.1212 -2.0871
C -3.4833 5.5678 -2.4588
O -5.2969 3.9958 -0.6821
C -6.4262 3.0265 -0.4010
H -4.7024 6.5883 2.3399
H -3.7757 5.0447 2.1162
H -5.4713 5.0887 1.9950
H -2.8779 5.0415 -1.7208
H -3.0024 6.4027 -2.9683
H -3.7123 4.8918 -3.2827
H -6.5295 2.7687 0.6530
H -6.2326 2.0697 -0.8860
H -7.4060 3.2637 -0.8153
C -11.1144 -2.2465 -0.0985
O -9.8239 -2.2417 0.4638
P -9.1627 -3.5439 1.1427
O -9.4177 -3.7708 2.5507
O -7.5542 -3.3375 0.9041
C -6.9743 -3.5445 -0.3548
O -9.5322 -4.7535 0.1189
C -10.1951 -5.9159 0.6337
H -11.0542 -2.1808 -1.1848
H -11.7271 -1.4187 0.2586
H -11.6969 -3.1454 0.1035
H -7.5923 -4.0523 -1.0953
H -6.0833 -4.1683 -0.2843
H -6.5947 -2.6627 -0.8709
H -10.7401 -5.6803 1.5478
H -9.5686 -6.7919 0.8018
H -10.9595 -6.1418 -0.1098
C 1.0508 1.2971 2.2796
C 0.0688 2.4507 2.0715
O -0.3257 2.2212 0.7068
S -0.6130 0.5774 0.4428
O -0.0667 0.2507 -0.9036
O -1.9800 0.2613 0.7532
O 0.5397 0.1534 1.6012
H 1.1582 0.9355 3.3022
H 1.9992 1.6032 1.8381
H 0.4680 3.4306 2.3334
H -0.7913 2.3183 2.7278
C -4.9973 -0.5012 4.6363
C -5.4720 -1.1697 5.9222
O -5.9396 -0.0308 6.6809
S -6.3959 1.2885 5.7620
O -6.1832 2.5677 6.3720
O -7.6986 0.9591 5.1579
O -5.1341 0.9093 4.7131
H -5.5762 -0.7551 3.7484
H -3.9386 -0.7334 4.5207
H -4.6638 -1.6288 6.4915
H -6.3012 -1.8680 5.8088

=====

[4]
Below is C3H3NO in the gas phase, with properties calculated with ωB97M-V/def2-TZVPD.

## Properties
E = -245.79491 Eh
Spin multiplicity = 1
Relative energy (zero: lowest compared OMol25 entry of this formula, charge and spin) = 778.81 kJ/mol
Lowest unoccupied orbital energy (spin up / spin down) = -0.578 / -0.576 eV
HOMO-LUMO gap (spin up / spin down) = 7.645 / 7.591 eV
HOMO energy (spin up / spin down) = -0.3022 / -0.3002 Eh

Element x y z (Å)
C -1.6260 -0.0872 -0.3558
C 0.1080 0.3146 -0.6344
C 1.5440 -0.3823 1.2121
N -1.6676 -1.0457 0.2675
O 0.9762 0.0989 0.2394
H -2.1316 0.7487 -0.7316
H 0.4099 0.1701 -1.6074
H 2.3871 0.1828 1.6102

=====

[5]
Below is C2H6N2O in the gas phase, with properties calculated with ωB97M-V/def2-TZVPD.

## Properties
E = -264.49716 Eh
Spin multiplicity = 1
Relative energy (zero: lowest compared OMol25 entry of this formula, charge and spin) = 236.70 kJ/mol
Lowest unoccupied orbital energy = 0.895 eV
HOMO-LUMO gap = 10.234 eV
Structure (SMILES) = [H]/N=C(\N)OC
HOMO energy = -0.3432 Eh

Element x y z (Å)
C 1.7702 -0.1778 0.0461
C -0.5995 0.0042 -0.2383
H 2.2869 0.4938 -0.7471
H 1.4784 0.5153 1.0063
H 2.5181 -0.9402 0.2878
H -2.0637 -1.6406 0.2853
H -2.5101 0.0104 -0.2794
H -1.2368 1.9077 0.2934
N -1.7793 -0.6580 0.0036
N -0.3853 1.2533 -0.2402
O 0.5211 -0.7682 -0.4175

=====

[6]
Below is a molecular structure, C33H36F6Ge2N5O7S2SiTi, with properties calculated with ωB97M-V/def2-TZVPD.

## Properties
E = -8768.15422 Eh
⟨S²⟩ = 0.892
Spin multiplicity = 2
Relative energy (zero: lowest compared OMol25 entry of this formula, charge and spin) = 245.32 kJ/mol
Lowest unoccupied orbital energy (spin up / spin down) = 4.409 / 4.414 eV
HOMO-LUMO gap (spin up / spin down) = 4.966 / 5.132 eV
HOMO energy (spin up / spin down) = -0.0205 / -0.0264 Eh
Net charge = -2

Element x y z (Å)
Ti 0.7133 -0.6629 0.0883
O 2.9553 -2.0984 -3.0617
C 2.1505 -1.4550 -2.4114
N 2.3108 -0.6851 -1.3005
C 3.5690 -0.3128 -0.8551
O 4.6095 -0.3133 -1.4973
C 3.5043 0.2348 0.5154
C 4.6129 0.8604 1.0794
C 4.5191 1.4658 2.3051
C 3.2727 1.4380 2.9602
C 2.2248 0.7948 2.3783
N 2.2946 0.1691 1.1644
C 0.6927 -1.4454 -2.8251
C 0.2989 -1.8672 -4.0872
C -1.0220 -1.7268 -4.4655
C -1.9181 -1.1758 -3.5637
C -1.4562 -0.8181 -2.3116
N -0.1825 -0.9480 -1.9437
H 5.5252 0.8639 0.4973
H 5.3674 1.9719 2.7478
H 3.1323 1.9179 3.9194
H 1.2587 0.7579 2.8625
H 1.0588 -2.2780 -4.7386
H -1.3536 -2.0274 -5.4528
H -2.9564 -1.0222 -3.8232
H -2.1134 -0.4017 -1.5588
F 4.2739 -3.8488 0.1846
C 3.2891 -4.7290 0.3167
F 3.0195 -5.2648 -0.8766
F 3.7000 -5.7126 1.1318
S 1.7622 -3.9476 0.9697
O 1.4623 -2.9071 -0.0025
O 0.8282 -5.0270 1.1242
N 2.4074 -3.4237 2.3180
S 1.6191 -2.4355 3.2529
O 2.4953 -1.8220 4.2009
O 0.6163 -1.6438 2.5538
C 0.5862 -3.5451 4.3251
F 0.2515 -2.8965 5.4514
F 1.2663 -4.6445 4.6733
F -0.5409 -3.9253 3.7224
C -3.1670 -5.0986 -0.1554
Si -3.1619 -3.3150 0.3817
C -3.6582 -3.1802 2.1595
C -4.3827 -2.3747 -0.6694
O -1.5934 -2.8166 0.0903
H -4.1773 -5.5209 -0.1377
H -2.5256 -5.6887 0.5044
H -2.7714 -5.1891 -1.1694
H -4.6601 -3.5954 2.3092
H -3.6492 -2.1368 2.4802
H -2.9516 -3.7334 2.7860
H -5.4054 -2.6831 -0.4306
H -4.2027 -2.5608 -1.7295
H -4.3040 -1.2973 -0.4928
C -1.7923 2.3618 2.9059
Ge -2.0419 2.7257 0.9873
C -2.4659 4.6630 0.8664
C -3.7619 1.9100 0.4878
Ge -0.1041 1.9112 -0.2697
C 1.3182 3.2669 0.1461
C 2.5144 3.2432 -0.5809
C 3.5729 4.0868 -0.2727
C 3.4732 4.9747 0.7905
C 2.3065 5.0060 1.5410
C 1.2467 4.1635 1.2173
C -0.5394 2.3632 -2.1874
C -1.7259 2.9732 -2.6067
C -2.0261 3.1489 -3.9561
C -1.1316 2.7258 -4.9293
C 0.0595 2.1247 -4.5407
C 0.3425 1.9433 -3.1936
H -2.7361 2.4624 3.4484
H -1.0642 3.0493 3.3440
H -1.4304 1.3369 3.0114
H -3.3099 4.8997 1.5214
H -2.7469 4.9176 -0.1585
H -1.6176 5.2892 1.1489
H -4.5121 2.1368 1.2515
H -3.6292 0.8291 0.4350
H -4.1204 2.2877 -0.4738
H 2.6266 2.5376 -1.3974
H 4.4895 4.0315 -0.8500
H 4.3039 5.6256 1.0401
H 2.2202 5.6842 2.3838
H 0.3473 4.1968 1.8230
H -2.4405 3.3107 -1.8625
H -2.9618 3.6164 -4.2450
H -1.3618 2.8570 -5.9809
H 0.7626 1.7779 -5.2904
H 1.2578 1.4320 -2.9118
N -1.6827 -0.5936 0.9951
C -1.1333 -1.5495 0.4684

=====

[7]
Below is a molecular structure, C29H45AuClF9OP, with properties calculated with ωB97M-V/def2-TZVPD.

## Properties
E = -3043.27829 Eh
⟨S²⟩ = 2.017
Spin multiplicity = 3
Lowest unoccupied orbital energy (spin up / spin down) = 2.514 / 2.261 eV
HOMO-LUMO gap (spin up / spin down) = 6.407 / 7.161 eV
HOMO energy (spin up / spin down) = -0.1431 / -0.1801 Eh
Net charge = -1

Element x y z (Å)
Au -0.7412 -1.1742 -0.0895
P -0.3433 0.3206 -2.3111
Cl -2.4072 -2.3002 -1.2647
C 1.4040 -0.4713 -0.0114
H 1.5128 0.4366 0.5670
H 1.7623 -1.3287 0.5809
C -2.0026 0.3345 -3.1813
C 0.6261 -1.1705 -2.8879
C -2.1089 0.7800 -4.6334
H -2.3013 -0.7245 -3.1123
C -3.5371 0.5219 -5.1355
H -1.8859 1.8544 -4.7156
H -1.3900 0.2442 -5.2687
C -4.6145 1.1639 -4.2470
H -3.6319 0.8971 -6.1624
H -3.7002 -0.5643 -5.1703
C -4.4175 0.9041 -2.7491
H -4.6222 2.2480 -4.4245
H -5.6021 0.7985 -4.5496
C -2.9681 1.1528 -2.3058
H -5.0937 1.5419 -2.1677
H -4.6711 -0.1392 -2.5168
H -2.7305 2.2238 -2.4090
H -2.8339 0.8831 -1.2482
C 0.6301 1.7960 -2.9965
C 2.0324 -0.9317 -2.3747
H 0.1570 -1.9597 -2.2602
C 2.8855 -2.1784 -2.5510
H 2.5117 -0.0744 -2.8722
H 1.9537 -0.5382 -1.0856
C 2.8409 -2.7161 -3.9941
H 3.9262 -1.9565 -2.2714
H 2.5208 -2.9585 -1.8630
C 1.4125 -2.8885 -4.5386
H 3.4031 -2.0407 -4.6534
H 3.3617 -3.6803 -4.0392
C 0.5251 -1.6517 -4.3409
H 1.4478 -3.1423 -5.6054
H 0.9434 -3.7355 -4.0221
H 0.8352 -0.8566 -5.0324
H -0.5235 -1.8950 -4.5808
C -0.1468 3.1098 -2.8454
H 1.5023 1.8375 -2.3205
C 0.7723 4.3051 -3.1414
H -0.9938 3.1186 -3.5458
H -0.5741 3.1988 -1.8357
C 1.4098 4.2048 -4.5348
H 0.1973 5.2369 -3.0641
H 1.5632 4.3419 -2.3760
C 2.0683 2.8452 -4.7956
H 0.6380 4.3797 -5.2964
H 2.1549 4.9979 -4.6577
C 1.1628 1.6589 -4.4290
H 2.3539 2.7612 -5.8527
H 2.9950 2.7660 -4.2076
H 0.3155 1.6128 -5.1323
H 1.7364 0.7330 -4.5591
C 1.3525 2.6980 0.4552
C 2.6939 2.3896 0.6453
H 0.9409 2.7910 -0.5557
C 3.2749 2.3074 2.0144
H 3.3801 2.2967 -0.2004
C 2.2171 1.8436 3.0197
H 4.1547 1.6542 2.0395
H 3.6121 3.3050 2.3320
C 0.9915 2.7254 2.9556
H 1.8947 0.8152 2.7919
H 2.6322 1.8106 4.0379
C 0.3483 2.6732 1.5598
H 0.2809 2.3930 3.7133
H 1.2696 3.7635 3.1875
H -0.2192 1.7291 1.5031
H -0.3879 3.4866 1.4434
F 1.7221 -2.4992 2.4864
C 1.0436 -2.0637 3.5741
F 0.9525 -3.0990 4.4524
F 1.8165 -1.0999 4.1552
C -0.3587 -1.4656 3.1187
O -0.2306 -0.6308 2.0923
C -1.3096 -2.7116 2.8652
F -1.6158 -3.3892 4.0050
F -2.4679 -2.3045 2.2973
F -0.7188 -3.5953 2.0103
C -0.9772 -0.6763 4.3775
F -1.0290 -1.4126 5.5208
F -0.2410 0.4335 4.6479
F -2.2300 -0.2528 4.0729

=====

[8]
Below is a molecular structure, C4H5NOS2, with properties calculated with ωB97M-V/def2-TZVPD.

## Properties
E = -1081.54550 Eh
Spin multiplicity = 1
Relative energy (zero: lowest compared OMol25 entry of this formula, charge and spin) = 650.49 kJ/mol
Lowest unoccupied orbital energy (spin up / spin down) = -0.638 / -0.674 eV
HOMO-LUMO gap (spin up / spin down) = 8.458 / 8.458 eV
HOMO energy (spin up / spin down) = -0.3343 / -0.3356 Eh

Element x y z (Å)
C 0.6809 -0.7412 -0.8537
C 1.9836 -0.2894 -0.9362
C 0.9452 0.3572 1.1944
C 0.1261 -0.3478 0.3657
N -2.4259 1.7196 -0.6383
O -2.1997 -1.4958 0.4940
S 2.5684 0.4500 0.5255
S -1.6430 -0.1615 0.4993
H 0.2642 -1.2975 -1.6391
H 2.7590 -0.1965 -1.6326
H 0.8095 0.4915 2.2394
H -2.4077 1.1638 -1.5535
H -1.4606 0.3478 1.9351